{
  "formula": "C52H39Br2N3OP2RbS3",
  "method": "the ωB97M-V functional and the def2-TZVPD basis",
  "elements": ["C", "H", "C", "C", "C", "C", "H", "H", "H", "H", "H", "C", "S", "H", "C", "H", "C", "C", "H", "C", "H", "C", "H", "O", "C", "H", "C", "C", "H", "H", "H", "H", "H", "H", "H", "C", "C", "Br", "C", "C", "C", "C", "H", "H", "Br", "C", "C", "H", "H", "C", "H", "C", "C", "N", "H", "C", "H", "C", "C", "H", "C", "N", "C", "H", "C", "C", "C", "C", "H", "H", "H", "H", "C", "N", "H", "H", "C", "C", "C", "C", "C", "H", "C", "H", "C", "C", "C", "C", "C", "Rb", "H", "C", "P", "C", "C", "C", "C", "C", "S", "H", "H", "P", "S"],
  "coordinates": [[1.34449, 6.10257, 1.96400], [-4.56479, 3.58843, 2.08226], [-4.23800, 1.46905, 2.06572], [2.12723, -0.72908, 5.09505], [-1.69329, -5.23752, -3.64634], [-0.43440, -3.24439, -3.81995], [1.00523, 6.37901, 4.06814], [3.39485, 1.01447, -1.64734], [-0.76106, -2.91262, 3.79718], [1.51196, 3.68647, -5.02686], [-3.92554, 1.27752, -1.62152], [-1.93808, 0.74918, 2.25150], [-0.52526, 0.37405, -4.10244], [-0.97668, 5.19372, -0.89644], [1.46292, -3.84478, 1.15502], [1.83076, -0.62610, 7.21654], [1.40680, -6.19774, 1.04304], [-1.62942, 4.33875, -1.03478], [-3.60300, -0.57382, 2.00441], [-2.19225, 0.00124, -3.77015], [-3.30725, 5.53078, -1.62241], [1.72849, -5.06494, 1.76038], [5.10141, -0.62128, -5.21302], [-0.20921, 2.30861, 2.52597], [0.29375, 3.58211, 2.31645], [-2.26719, -1.56145, -0.00517], [-3.83564, 2.79167, 2.15445], [0.60518, -4.82095, -0.72055], [-1.63665, 0.95796, -0.81904], [0.05225, 4.09094, 4.37000], [-0.22902, -2.28562, -4.29140], [-3.18488, -3.76252, -0.42840], [2.16360, -5.11738, 2.74760], [3.19921, -0.86228, 5.17050], [-5.28248, 1.22389, 1.92697], [-0.01284, -0.40482, 6.13829], [0.92401, 5.70460, 3.22524], [1.74063, -7.90967, 1.78434], [3.66009, -2.09794, -2.54478], [4.29606, -1.99844, -3.77309], [1.25028, 5.22913, 0.89017], [3.67868, 0.16637, -2.26159], [-1.96667, -3.80247, -5.22376], [-0.61312, -0.29111, 7.03251], [-3.03446, -6.42688, -4.26319], [-2.00109, 1.96315, -0.99721], [-1.15188, 3.04765, -0.81245], [3.29990, 3.71969, -0.42611], [-1.65661, -5.15728, 3.33073], [4.62304, -0.73867, -4.24881], [1.75100, 7.09483, 1.81418], [-2.66160, -3.58732, 0.50411], [-3.77612, 3.43163, -1.63925], [0.25418, -3.52797, -2.71641], [3.86093, 4.38130, -4.61547], [3.21960, 4.10195, -3.78802], [4.74805, 4.38487, -2.30109], [-2.94044, 4.52765, -1.43914], [0.14474, -0.50330, 3.73162], [-2.86608, -5.60329, 1.21960], [-1.80168, -4.36149, 2.60964], [0.91937, -3.71257, -0.04699], [-0.06755, -4.63001, -2.03617], [4.51021, 1.37501, -3.82123], [-1.41521, -4.08761, -4.34032], [4.30547, 0.36912, -3.48096], [0.73119, 3.94402, 1.04294], [-1.03776, -5.52560, -2.45951], [1.58918, 5.54678, -0.08767], [4.50552, -2.88852, -4.35082], [0.60370, -6.97827, -0.78904], [0.06215, 3.05124, -3.16873], [0.39524, 4.43574, 3.40278], [3.36138, -1.04104, -1.79052], [-2.17646, 4.14418, 2.36421], [3.34914, -3.06220, -2.15809], [-0.61539, -0.35948, 4.89066], [-2.14389, -2.32808, 0.75763], [-3.31009, 2.14560, -1.42349], [1.36001, -0.59426, 6.24182], [1.07447, 3.37892, -2.96034], [2.12124, -0.75050, 2.94621], [2.89756, 3.73963, -1.43373], [-1.31024, -6.39060, -1.87262], [-1.56312, 2.08960, 2.36591], [3.71825, 4.10529, -2.48915], [1.52051, -0.67667, 3.84628], [1.90493, 3.72775, -4.01906], [-1.45419, -2.06491, 1.94598], [0.38291, -0.94977, -1.32082], [-4.78744, 3.57948, -1.99652], [-2.49558, 3.11235, 2.31654], [0.55968, 2.68750, -0.29417], [0.84213, -6.09605, -0.21357], [-3.29029, 0.45622, 2.11278], [-1.29779, -3.09237, 2.87401], [-2.47948, -4.61232, 1.42526], [1.56095, 3.39260, -1.65492], [-2.59201, -1.19632, -2.56257], [1.69801, -2.92432, 1.67998], [-1.68579, -0.20846, 4.80849], [-0.58481, -0.45946, 2.05344], [-3.42871, 0.80829, -4.58336]],
  "total_charge": -1,
  "relative_energy_kj_mol": 15.68,
  "largest_force_ha_per_bohr": 0.003,
  "e_homo_ev": -2.773,
  "orbital_gap_ha": 0.1666
}